Computed, not measured: 3 unconnected molecules or ions with the total composition C20H27FN4O9P at a distorted geometry, with ωB97M-V with the def2-TZVPD basis set.

Bonds (Å) are listed after each position.
CARTESIAN COORDINATES (ANGSTROEM)
1 C -1.104 1.665 -1.638  P2 1.909, H16 1.179, H17 1.193, H18 1.171
2 P -1.856 0.029 -1.004  C1 1.909, C3 1.910, N4 1.783
3 C -1.172 -1.430 -2.029  P2 1.910, H19 1.187, H20 1.193, H21 1.188
4 N -1.653 -0.198 0.753  P2 1.783, C5 1.512, H22 1.060
5 C -2.563 0.699 1.562  N4 1.512, N6 1.391, N7 1.512
6 N -2.527 2.056 1.259  C5 1.391, H23 1.050, H24 1.065
7 N -3.467 0.286 2.701  C5 1.512, C8 1.512, C11 1.513
8 C -4.536 -0.699 2.285  N7 1.512, C9 1.639, H25 1.194, H26 1.194
9 C -4.855 -0.747 0.678  C8 1.639, F10 1.510, H27 1.171, H28 1.190
10 F -6.160 -1.462 0.418  C9 1.510
11 C -2.706 -0.152 3.933  N7 1.513, C12 1.658, H29 1.193, H30 1.171
12 C -1.452 0.853 4.338  C11 1.658, C13 1.656, H31 1.182, H32 1.192
13 C -0.007 0.123 3.991  C12 1.656, N14 1.535, O15 1.355
14 N 0.200 -1.370 4.278  C13 1.535, H33 1.055, H34 1.045
15 O 0.987 0.862 3.440  C13 1.355
16 H -1.506 2.637 -1.105  C1 1.179
17 H -1.427 1.778 -2.781  C1 1.193
18 H 0.067 1.650 -1.635  C1 1.171
19 H 0.012 -1.517 -2.032  C3 1.187
20 H -1.463 -1.205 -3.164  C3 1.193
21 H -1.688 -2.472 -1.784  C3 1.188
22 H -1.795 -1.207 1.045  N4 1.060
23 H -3.348 2.605 0.904  N6 1.050
24 H -1.565 2.505 1.339  N6 1.065
25 H -5.544 -0.334 2.811  C8 1.194
26 H -4.332 -1.781 2.744  C8 1.194
27 H -4.940 0.298 0.158  C9 1.171
28 H -4.028 -1.453 0.194  C9 1.190
29 H -3.474 -0.070 4.842  C11 1.193
30 H -2.405 -1.281 3.856  C11 1.171
31 H -1.551 1.926 3.853  C12 1.182
32 H -1.436 1.034 5.516  C12 1.192
33 H -0.332 -1.864 3.512  N14 1.055
34 H 1.199 -1.639 4.132  N14 1.045
35 C 2.315 3.580 -4.471  C36 1.334, C41 1.471, H45 1.083
36 C 2.575 4.757 -5.043  C35 1.334, C37 1.489, O44 1.383
37 C 1.625 5.373 -6.011  C36 1.489, O38 1.226, C39 1.471
38 O 1.882 6.465 -6.506  C37 1.226
39 C 0.399 4.630 -6.341  C37 1.471, C40 1.334, H46 1.082
40 C 0.141 3.451 -5.771  C39 1.334, C41 1.489, O43 1.383
41 C 1.078 2.849 -4.783  C35 1.471, C40 1.489, O42 1.226
42 O 0.805 1.773 -4.262  C41 1.226
43 O -1.008 2.746 -6.079  C40 1.383, H47 0.982
44 O 3.737 5.449 -4.757  C36 1.383, H48 0.982
45 H 2.996 3.122 -3.764  C35 1.083
46 H -0.274 5.081 -7.060  C39 1.082
47 H -0.965 1.928 -5.538  O43 0.982
48 H 3.691 6.270 -5.294  O44 0.982
49 C 4.703 -5.200 2.345  C50 1.334, C55 1.471, H59 1.083
50 C 3.462 -5.234 2.834  C49 1.334, C51 1.489, O58 1.383
51 C 2.481 -4.154 2.533  C50 1.489, O52 1.226, C53 1.471
52 O 1.342 -4.223 2.982  C51 1.226
53 C 2.930 -3.028 1.700  C51 1.471, C54 1.334, H60 1.082
54 C 4.172 -2.992 1.213  C53 1.334, C55 1.489, O57 1.383
55 C 5.144 -4.086 1.492  C49 1.471, C54 1.489, O56 1.226
56 O 6.273 -4.033 1.016  C55 1.226
57 O 4.602 -1.936 0.431  C54 1.383, H61 0.982
58 O 3.041 -6.277 3.639  C50 1.383, H62 0.982
59 H 5.425 -5.979 2.554  C49 1.083
60 H 2.213 -2.242 1.503  C53 1.082
61 H 5.534 -2.143 0.203  O57 0.982
62 H 2.107 -6.073 3.863  O58 0.982

Values from the calculation:
LUMO level: -5.1 eV
Total charge: +1
2S+1: 1
Largest force on an atom: 8.25 eV/A
Energy above the lowest of the compared OMol25 structures with the same formula, charge and spin: 707.5 kJ/mol
Orbital gap: 6.618 eV